[1]
The following is a DFT calculation (wB97M-V/def2-TZVPD) of C3H3NO3 in the gas phase at a distorted geometry.

Values from the calculation:
* structure (SMILES): O=C1COC=NO1
* frontier orbital gap: 10.194 eV
* strongest force on any atom: 6.03 eV/A
* highest occupied orbital energy: -10.107 eV

Cartesian coordinates (Å):
C1 0.634 0.454 0.649
O1 1.646 1.046 1.096
H1 0.909 -1.741 1.242
C2 0.185 -0.937 0.953
C3 -0.869 -0.676 -1.274
O2 -0.349 1.349 -0.108
N1 -0.868 0.648 -1.233
H2 -1.419 -1.432 -2.036
H3 -0.539 -0.845 1.848
O3 -0.369 -1.590 -0.287

Cartesian forces (eV/Å) of the 3 atoms listed first:
3.03 5.09 1.15
-4.37 -2.94 -1.85
0.06 1.56 -0.05

***

[2]
The following is a DFT calculation (wB97M-V/def2-TZVPD) of C16H20FN3O in the gas phase.

Values from the calculation:
* structure (SMILES): CN(Cc1cn(C)nc1-c1ccccc1F)[C@H]1CCOC1
* frontier orbital gap: 8.806 eV
* strongest force on any atom: 0.80 eV/A
* highest occupied orbital energy: -8.081 eV

Cartesian coordinates (Å):
C1 -3.116 -0.186 0.809
H1 1.947 -4.312 1.156
H2 -2.867 1.479 2.190
O1 -4.268 1.872 0.729
H3 -3.819 -1.018 0.784
C2 2.685 0.346 0.163
C3 -3.425 1.888 -0.396
C4 0.921 -4.046 0.911
C5 -3.678 0.975 1.644
C6 -1.467 -0.541 -2.311
H4 -0.481 -0.381 -2.745
H5 -1.154 -2.328 0.225
C7 4.866 1.044 -0.612
H6 0.585 -4.642 0.059
C8 3.891 0.074 -0.481
H7 -3.993 2.279 -1.239
N1 -1.644 0.391 -1.225
F1 1.398 1.922 1.391
H8 -2.173 -0.534 1.219
C9 0.271 -0.607 0.057
C10 1.669 -0.696 0.275
H9 0.277 -4.257 1.767
N2 0.898 -2.648 0.594
H10 5.417 3.075 -0.205
H11 -2.216 -0.340 -3.078
H12 -3.639 -0.068 -1.295
N3 2.015 -1.939 0.590
H13 4.043 -0.919 -0.874
H14 -0.779 1.208 0.466
H15 -2.552 2.532 -0.221
C11 -0.477 0.614 -0.400
H16 3.301 3.578 0.995
H17 -4.449 0.670 2.353
C12 2.519 1.623 0.692
C13 -0.175 -1.894 0.275
C14 -2.947 0.426 -0.609
C15 3.482 2.605 0.565
H18 -1.546 -1.598 -2.019
H19 0.227 1.228 -0.980
C16 4.660 2.314 -0.099
H20 5.790 0.810 -1.118

Cartesian forces (eV/Å) of the 3 atoms listed first:
-0.18 0.14 -0.01
-0.08 0.02 -0.01
-0.07 -0.03 -0.01